21
Properties=species:S:1:pos:R:3:lowdin_charge:R:1 method="wB97M-V/def2-TZVPD" fmax_ev_per_a=4.69 de_lowest_ev=2.1232 total_energy_ha=-420.50587 lumo_energy_ev=0.7 mol_weight_g_mol=128.17 e_homo_ev=-8.017
C 2.250 -0.329 -0.732 -0.117
C 0.110 1.014 2.034 -0.022
C -2.142 -1.061 0.322 -0.041
N 1.124 0.593 -0.641 -0.046
C -0.329 0.120 -1.055 -0.303
C 0.173 -0.256 1.205 -0.451
C -0.878 -0.318 0.071 -0.209
N -0.815 0.548 -2.232 0.116
O 0.560 -1.326 1.702 0.032
H 1.351 1.496 -1.046 0.112
H -0.175 0.434 -3.009 0.101
H -1.821 0.567 -2.346 0.105
H 1.912 -1.343 -0.964 0.092
H 2.935 0.003 -1.518 0.071
H 2.814 -0.348 0.204 0.077
H -0.261 0.767 3.032 0.083
H 1.119 1.422 2.128 0.077
H -0.548 1.778 1.611 0.081
H -1.898 -2.037 0.756 0.085
H -2.746 -0.527 1.062 0.082
H -2.736 -1.200 -0.584 0.073



64
Properties=species:S:1:pos:R:3:lowdin_charge:R:1 method="wB97M-V/def2-TZVPD" fmax_ev_per_a=1.87 de_lowest_ev=0.0000 total_energy_ha=-6097.51706 lumo_energy_ev=-2.6 mol_weight_g_mol=944.66 e_homo_ev=-7.656
Au -1.065 0.221 0.110 0.842
O -4.010 2.104 2.153 0.118
C -3.114 1.429 1.715 -0.566
O -2.545 1.585 0.547 -0.234
C -2.572 0.298 2.555 -0.169
C -2.811 0.271 3.938 0.029
C -2.234 -0.712 4.672 0.025
C -1.483 -1.724 4.028 -0.146
C -0.847 -2.765 4.748 -0.028
C -0.160 -3.738 4.090 -0.058
C -0.095 -3.722 2.677 -0.034
C -0.683 -2.719 1.962 -0.017
C -1.358 -1.683 2.627 -0.192
N -1.882 -0.621 1.919 0.045
H -3.418 1.057 4.362 0.128
H -2.339 -0.737 5.750 0.126
H -0.917 -2.769 5.829 0.118
H 0.328 -4.531 4.641 0.110
H 0.425 -4.517 2.160 0.100
H -0.645 -2.693 0.886 0.051
F 2.422 -7.092 0.399 0.139
C 2.076 -5.847 0.081 -0.139
C 0.789 -5.577 -0.346 -0.156
F -0.100 -6.566 -0.431 0.133
C 0.440 -4.280 -0.673 -0.284
F -0.814 -4.065 -1.073 0.092
C 1.349 -3.227 -0.592 -0.503
Se 0.900 -1.476 -1.164 0.756
C 2.632 -3.534 -0.148 -0.254
F 3.562 -2.586 -0.029 0.074
C 3.003 -4.825 0.182 -0.143
F 4.239 -5.096 0.601 0.129
S -4.303 4.699 -3.701 0.598
C -3.001 3.728 -3.428 -1.107
S -2.676 2.969 -1.898 1.026
C -1.288 2.184 -2.580 -0.994
N -1.078 2.443 -3.818 0.019
N -2.031 3.326 -4.291 -0.147
C -1.872 3.749 -5.650 -0.218
C -1.962 5.089 -5.986 -0.042
C -1.698 5.476 -7.291 -0.076
C -1.348 4.534 -8.248 -0.091
C -1.283 3.191 -7.903 -0.080
C -1.545 2.795 -6.601 -0.019
S -0.114 1.160 -1.742 0.487
H -2.231 5.819 -5.237 0.089
H -1.755 6.524 -7.555 0.105
H -1.118 4.847 -9.259 0.101
H -1.023 2.449 -8.645 0.103
H -1.492 1.755 -6.310 0.113
O 0.820 0.309 1.931 -0.624
S 2.282 -0.090 1.913 0.913
C 3.206 1.468 1.706 -0.294
C 3.951 1.762 3.009 -0.229
C 3.092 1.175 4.125 -0.235
C 2.756 -0.233 3.652 -0.319
H 2.418 2.194 1.501 0.098
H 3.849 1.377 0.833 0.090
H 4.109 2.834 3.134 0.115
H 4.931 1.281 3.000 0.113
H 2.171 1.752 4.235 0.117
H 3.607 1.170 5.085 0.114
H 1.922 -0.712 4.162 0.088
H 3.630 -0.890 3.681 0.096



42
Properties=species:S:1:pos:R:3:lowdin_charge:R:1 method="wB97M-V/def2-TZVPD" fmax_ev_per_a=1.04 de_lowest_ev=0.5472 total_energy_ha=-1049.22798 lumo_energy_ev=-0.2 mol_weight_g_mol=313.36 e_homo_ev=-7.929
C -4.898 -3.951 0.339 -0.108
C -5.365 -2.811 -0.559 -0.258
C -4.314 -1.717 -0.735 -0.181
H -4.672 -0.995 -1.472 0.119
C -4.031 -0.970 0.568 -0.126
N -3.141 0.161 0.344 0.067
C -1.795 -0.024 0.270 -0.227
C -0.905 1.003 0.026 -0.067
C 0.515 0.756 -0.032 -0.021
C 1.489 1.650 -0.291 -0.051
C 2.872 1.256 -0.312 -0.144
N 3.227 0.047 -0.119 0.087
C 4.545 -0.347 -0.057 -0.296
C 4.898 -1.566 -0.642 -0.033
C 6.195 -2.029 -0.557 -0.095
C 7.154 -1.304 0.135 -0.103
C 6.806 -0.107 0.739 -0.094
C 5.516 0.376 0.642 -0.037
H 5.238 1.299 1.130 0.106
H 7.548 0.456 1.288 0.101
H 8.165 -1.675 0.208 0.097
H 6.462 -2.965 -1.026 0.100
H 4.145 -2.121 -1.182 0.105
H 3.597 2.050 -0.531 0.126
H 1.259 2.683 -0.489 0.093
H 0.864 -0.256 0.150 0.100
C -1.440 2.341 -0.172 -0.403
O -0.820 3.356 -0.399 0.082
N -2.831 2.411 -0.083 0.213
C -3.724 1.408 0.156 -0.467
O -4.917 1.582 0.209 0.101
H -3.230 3.334 -0.219 0.173
O -1.427 -1.298 0.463 0.128
H -0.462 -1.380 0.422 0.118
H -4.960 -0.559 0.967 0.132
H -3.567 -1.628 1.302 0.124
H -3.387 -2.157 -1.109 0.112
H -5.606 -3.214 -1.544 0.106
H -6.276 -2.371 -0.149 0.110
H -4.768 -3.616 1.365 0.066
H -5.632 -4.753 0.338 0.070
H -3.952 -4.353 -0.016 0.075



153
Properties=species:S:1:pos:R:3:lowdin_charge:R:1 method="wB97M-V/def2-TZVPD" fmax_ev_per_a=2.23 de_lowest_ev=0.0000 total_energy_ha=-2777.88922 lumo_energy_ev=-0.3 mol_weight_g_mol=827.19 e_homo_ev=-8.324
C -4.449 4.726 1.216 -0.025
C -4.167 3.628 0.158 -0.525
C -4.667 2.307 0.755 -0.160
C -6.171 2.053 0.752 -0.159
C -6.696 2.365 -0.667 -0.142
C -6.297 3.710 -1.286 -0.508
N -4.854 3.866 -1.098 -0.111
O -4.346 4.963 -1.832 -0.008
C -6.565 3.561 -2.789 -0.040
C -7.128 4.838 -0.648 -0.019
C -2.683 3.480 -0.031 -0.044
H -4.102 5.705 0.888 0.087
H -4.040 4.556 2.219 0.084
H -5.512 4.723 1.473 0.063
H -4.117 1.461 0.316 0.107
H -4.293 2.226 1.784 0.119
H -6.566 2.813 1.435 0.098
H -6.442 1.079 1.151 0.105
H -7.785 2.412 -0.527 0.119
H -6.577 1.490 -1.310 0.112
H -6.345 4.534 -3.243 0.081
H -5.848 2.902 -3.279 0.084
H -7.592 3.327 -3.058 0.088
H -8.030 5.076 -1.215 0.084
H -7.500 4.571 0.341 0.072
H -6.498 5.725 -0.595 0.084
H -2.225 4.345 -0.523 0.085
H -2.517 2.655 -0.735 0.078
H -2.105 3.319 0.876 0.093
H -3.715 4.540 -2.424 0.107
C 0.933 -2.406 7.799 -0.025
C -0.186 -1.569 7.123 -0.520
C -0.109 -0.164 7.754 -0.144
C 1.012 0.735 7.217 -0.175
C 0.955 0.742 5.690 -0.145
C 0.951 -0.637 5.044 -0.516
N -0.111 -1.451 5.676 -0.076
O -0.130 -2.764 5.099 -0.025
C 0.535 -0.493 3.583 -0.044
C 2.399 -1.166 5.135 -0.014
C -1.529 -2.140 7.568 -0.048
H 1.240 -3.313 7.274 0.081
H 0.586 -2.740 8.777 0.084
H 1.839 -1.819 7.963 0.067
H -1.042 0.398 7.657 0.121
H 0.028 -0.325 8.827 0.120
H 1.978 0.437 7.629 0.101
H 0.838 1.744 7.597 0.111
H 1.767 1.376 5.326 0.124
H 0.034 1.265 5.406 0.124
H -0.511 -0.179 3.556 0.089
H 1.160 0.199 3.020 0.078
H 0.540 -1.442 3.043 0.072
H 2.499 -2.221 4.856 0.082
H 3.019 -0.540 4.498 0.091
H 2.787 -1.132 6.154 0.069
H -1.698 -2.053 8.640 0.085
H -1.626 -3.199 7.308 0.083
H -2.370 -1.677 7.045 0.086
H 0.802 -3.036 5.049 0.074
C 7.026 4.937 -2.024 -0.019
C 7.009 3.414 -2.251 -0.517
C 6.776 2.609 -0.963 -0.139
C 5.337 2.621 -0.464 -0.171
C 4.383 2.207 -1.589 -0.149
C 4.547 2.940 -2.921 -0.513
N 5.974 3.023 -3.213 -0.103
O 6.175 3.668 -4.463 -0.024
C 3.822 2.073 -3.954 -0.024
C 3.847 4.322 -2.839 -0.010
C 8.348 2.967 -2.844 -0.044
H 6.223 5.261 -1.360 0.063
H 6.775 5.387 -2.985 0.083
H 7.979 5.291 -1.636 0.084
H 7.132 1.583 -1.096 0.116
H 7.426 3.029 -0.188 0.123
H 5.127 3.637 -0.109 0.106
H 5.175 2.008 0.424 0.110
H 3.378 2.375 -1.175 0.111
H 4.356 1.112 -1.635 0.107
H 3.898 2.471 -4.966 0.085
H 4.180 1.043 -3.958 0.080
H 2.785 2.013 -3.622 0.074
H 3.800 4.709 -3.854 0.085
H 2.820 4.104 -2.529 0.079
H 4.248 4.978 -2.075 0.067
H 8.362 1.899 -3.073 0.083
H 9.157 3.150 -2.133 0.085
H 8.587 3.470 -3.781 0.080
H 6.152 2.955 -5.111 0.104
C 0.338 0.842 -1.592 -0.033
C 0.422 -0.588 -1.047 -0.481
C -0.977 -0.804 -0.412 -0.118
C -1.325 -2.272 -0.224 -0.161
C -1.130 -3.029 -1.545 -0.137
C 0.298 -2.907 -2.072 -0.481
N 0.650 -1.483 -2.183 -0.096
O 1.892 -1.274 -2.821 -0.023
C 1.241 -3.760 -1.217 -0.012
C 0.243 -3.546 -3.477 -0.027
C 1.483 -0.664 0.064 -0.016
H -0.471 0.913 -2.331 0.073
H 1.200 1.185 -2.169 0.066
H 0.014 1.587 -0.864 0.083
H -0.934 -0.371 0.589 0.117
H -1.784 -0.402 -1.026 0.113
H -2.390 -2.359 0.009 0.088
H -0.749 -2.775 0.555 0.111
H -1.849 -2.698 -2.300 0.101
H -1.355 -4.088 -1.392 0.114
H 2.262 -3.714 -1.588 0.055
H 1.304 -3.352 -0.204 0.075
H 0.929 -4.792 -1.066 0.087
H 1.278 -3.631 -3.825 0.087
H -0.221 -4.528 -3.456 0.051
H -0.193 -2.909 -4.247 0.073
H 1.509 0.237 0.679 0.077
H 2.483 -0.762 -0.367 0.078
H 1.329 -1.484 0.766 0.063
H 2.584 -1.735 -2.308 0.052
O 4.581 -2.378 -2.172 -0.046
H 4.659 -3.052 -2.861 0.065
H 4.945 -1.576 -2.573 0.055
O -4.626 -4.033 -1.197 -0.064
H -4.013 -3.444 -1.658 -0.009
H -4.612 -3.727 -0.279 -0.015
O 1.484 -1.184 -6.005 -0.064
H 2.098 -1.442 -5.311 0.005
H 0.682 -0.936 -5.518 -0.013
O -1.037 -0.607 -4.643 -0.064
H -0.477 -0.581 -3.834 0.020
H -1.945 -0.533 -4.328 0.034
O -2.666 -4.723 -4.701 -0.043
H -1.828 -4.271 -4.536 0.000
H -2.790 -5.294 -3.937 0.022
O 3.967 -5.072 -0.119 -0.056
H 3.884 -5.680 -0.862 0.039
H 4.413 -4.294 -0.481 0.015
O -0.392 -6.880 -3.693 -0.048
H 0.034 -7.286 -2.927 0.042
H -1.326 -6.854 -3.464 0.026
O -4.718 -2.542 1.296 -0.053
H -4.284 -1.896 1.868 0.068
H -5.556 -2.129 1.048 0.071
O -3.039 -4.657 2.370 -0.057
H -3.611 -4.142 1.776 -0.008
H -2.670 -4.016 2.988 0.032
O -4.090 -1.636 -2.927 -0.044
H -4.211 -0.717 -2.661 0.042
H -4.904 -1.867 -3.393 0.064
O -0.956 -6.976 0.324 -0.057
H -1.843 -6.836 0.682 0.034
H -0.798 -6.209 -0.236 -0.002